{"formula": "C36H113N9O16", "method": "ωB97M-V/def2-TZVPD", "total_energy_ev": -85326.968, "lumo_ev": 0.245, "orbital_gap_ev": 9.2352, "molar_mass_g_mol": 928.35, "e_above_lowest_kcal_mol": 117.50, "symbols": ["O", "O", "O", "O", "O", "O", "O", "O", "O", "O", "O", "O", "O", "O", "O", "O", "N", "N", "N", "N", "N", "N", "N", "N", "N", "C", "C", "C", "C", "C", "C", "C", "C", "C", "C", "C", "C", "C", "C", "C", "C", "C", "C", "C", "C", "C", "C", "C", "C", "C", "C", "C", "C", "C", "C", "C", "C", "C", "C", "C", "C", "H", "H", "H", "H", "H", "H", "H", "H", "H", "H", "H", "H", "H", "H", "H", "H", "H", "H", "H", "H", "H", "H", "H", "H", "H", "H", "H", "H", "H", "H", "H", "H", "H", "H", "H", "H", "H", "H", "H", "H", "H", "H", "H", "H", "H", "H", "H", "H", "H", "H", "H", "H", "H", "H", "H", "H", "H", "H", "H", "H", "H", "H", "H", "H", "H", "H", "H", "H", "H", "H", "H", "H", "H", "H", "H", "H", "H", "H", "H", "H", "H", "H", "H", "H", "H", "H", "H", "H", "H", "H", "H", "H", "H", "H", "H", "H", "H", "H", "H", "H", "H", "H", "H", "H", "H", "H", "H", "H", "H", "H", "H", "H", "H"], "xyz": [[2.767394, 1.381517, -3.766959], [-0.769899, 4.041881, 3.262410], [-1.747978, 5.030318, -2.621224], [-7.162588, -1.650758, -0.933307], [0.031840, 0.619377, 0.354070], [-0.257048, 1.224946, -6.378173], [3.010307, -6.692949, -2.325329], [0.748663, -4.502997, 2.159398], [-3.482025, -1.118224, -4.457692], [-4.149491, 1.667417, 0.362210], [-4.460743, 3.354637, -4.745814], [6.274601, 2.497951, 2.592267], [3.927575, -1.227279, 2.724353], [-1.415268, -5.362540, -3.810527], [-1.229303, 3.972811, -5.765819], [-5.402137, -0.412132, 4.857991], [-0.899505, 2.872547, -1.140217], [-4.618041, 0.702993, -2.444682], [4.619471, 4.433768, -2.640593], [3.188207, -4.256435, -0.536767], [0.693965, -4.789305, 5.088592], [0.170237, 6.772322, 4.439648], [-4.255117, -0.161330, 2.444196], [8.837279, 4.001706, 2.364715], [-2.932551, -3.948516, -0.691713], [0.711067, -3.485714, 4.420373], [-5.900265, -1.097948, -1.261528], [0.958984, 5.800606, 3.691827], [-2.038690, -0.566728, 3.244253], [5.038339, 2.607868, 1.957145], [-5.928768, 0.150444, -2.159503], [-1.628698, -5.271119, -2.385813], [-3.491203, -0.746848, 3.526430], [-0.896849, 1.551199, -3.172066], [6.736781, 3.509087, 3.450003], [0.057209, 5.022042, 2.709881], [3.669663, -7.824217, -2.869724], [-1.610445, 3.422171, 2.353325], [-2.305875, -3.893142, -2.007708], [3.429359, 2.689509, -3.928092], [1.488426, -2.667468, 5.456120], [0.221823, 0.726292, -1.039674], [-0.489278, -4.244661, 1.447813], [-0.958453, 1.507234, -1.605700], [3.508490, 3.469213, -2.649684], [2.199214, 4.197198, -2.174435], [1.272687, -3.441683, 2.974055], [-3.976334, -0.252189, 4.911489], [-7.181140, -2.846057, -0.195466], [8.281603, 3.624936, 3.652369], [-6.065695, -0.070901, 6.022716], [1.392867, 4.787928, 4.736345], [2.570677, 0.795508, -5.058343], [2.490320, -2.990865, -2.478805], [2.654759, -4.382568, -1.885334], [8.664369, 4.789844, 4.626455], [1.013014, -0.153422, 1.027028], [-1.320820, -2.723127, -2.070251], [-1.048361, -6.700232, -4.271812], [-6.709353, -0.156925, -3.447641], [3.484667, -5.390321, -2.679873], [-0.991404, 2.898471, 1.621386], [2.919527, 3.328306, -4.652770], [-4.622432, 0.721976, 2.774512], [-0.761974, -5.144656, 0.899013], [-5.279034, -1.854661, -1.748951], [1.736313, 3.878796, 4.240088], [-1.210463, -4.001989, 2.228036], [-4.774003, 4.080338, -5.290218], [-4.924700, 1.493697, -2.999603], [1.468674, -1.668545, 5.015872], [-0.851157, 3.156528, -6.105128], [1.664095, -4.837406, -1.803051], [2.499705, -3.079539, 5.455817], [-6.437375, -2.870724, 0.604543], [-0.762362, -6.721426, -5.323611], [4.603726, 1.701791, 1.533070], [-5.492959, -0.851757, -0.276893], [-7.047668, -3.712989, -0.845852], [2.386523, -4.133611, 0.070684], [-3.006784, -3.940584, -2.844425], [3.216008, -0.087009, -5.010885], [-0.869032, 2.597670, -0.164125], [-3.569943, -0.647503, -3.620828], [-8.149811, -2.973030, 0.287595], [1.463798, 3.415441, -2.008508], [8.328093, 4.768391, 1.945749], [-2.063749, 4.212209, 1.747817], [2.059005, -2.366888, -1.695440], [4.334722, 2.722116, 2.787310], [1.925543, -2.815478, -3.393603], [4.862268, -1.440837, 2.763320], [1.948649, 0.392352, 1.168478], [-5.058327, -0.759860, 2.303423], [4.548920, -5.151911, -2.625230], [-3.584020, -4.698676, -0.494416], [-0.750366, -5.492153, -1.775319], [-0.483804, -2.850326, -1.383101], [-6.630077, 0.768834, -4.020112], [8.164642, 5.693873, 4.275662], [1.222729, -2.760267, 6.507182], [1.044037, -2.465165, 2.541254], [1.799711, 4.930419, -2.877455], [1.155658, 1.149204, -1.421367], [-7.023887, -0.579348, 5.907033], [3.669895, 2.726749, -1.862489], [8.774857, 2.788557, 4.147487], [-0.059423, -6.877670, -3.842534], [-3.230706, -0.441405, -5.088248], [-2.112624, 3.736624, -5.474634], [3.515738, -5.170098, -0.246983], [6.258324, 3.442537, 4.432133], [6.455793, 4.531850, 3.183013], [-0.632521, 6.251626, 4.767080], [0.599844, 4.536490, 1.894788], [1.733631, 6.361326, 3.170054], [-6.318253, -0.924126, -4.115850], [4.590196, 4.913235, -1.748825], [-1.948553, 1.162588, -1.306401], [-1.429970, -0.833254, 4.112076], [3.213775, -5.335758, -3.737673], [4.409731, 2.490902, -4.365061], [-0.298282, -3.489440, 0.685110], [8.677761, 3.214417, 1.748469], [8.413057, 4.648520, 5.678460], [0.181031, -5.320759, 4.391896], [3.725916, -1.200601, 1.786261], [-3.635342, 0.750868, 5.179708], [1.603686, -5.235365, 5.098075], [-3.605412, -3.198431, -0.581858], [4.632384, -8.029195, -2.397820], [-1.759682, -7.500416, -4.070633], [0.553645, 4.527078, 5.379490], [-7.703303, -0.452457, -3.113829], [0.266144, -0.221472, -1.585030], [-3.653633, -0.885659, 5.740700], [-6.460992, 0.874348, -1.536740], [1.607504, 0.289731, -5.120996], [5.385655, 3.797181, -2.447448], [-6.168541, 1.004973, 6.172855], [2.998964, -8.673751, -2.749403], [-5.642019, -0.532199, 6.918352], [-4.009408, 0.775527, 0.704846], [4.988459, 3.393224, 1.201519], [-1.247610, 4.831781, -3.416745], [-4.262504, 1.115742, -1.589955], [-4.105166, 3.779027, -3.959677], [-1.202519, 1.390158, -6.409717], [-1.747356, -1.243175, 2.441431], [2.834308, 1.276000, -5.999611], [-1.652539, 4.240476, -2.067556], [-0.358975, -3.277208, 4.482215], [1.293082, -1.131058, 0.629388], [-1.713283, 2.170727, -3.545929], [-0.641121, 5.756387, 2.297331], [-1.914478, -1.931364, -1.608982], [0.612911, -0.331471, 2.025253], [0.651368, 7.175656, 5.230572], [-0.058084, 1.996660, -3.710698], [2.135484, 5.251553, 5.386970], [2.361112, -3.457479, 2.908758], [-2.377176, -6.012684, -2.094626], [-0.155683, 0.347397, -6.753212], [0.065728, 3.114479, -1.335241], [9.747745, 4.903175, 4.635870], [-4.674227, 2.103663, 1.035086], [-1.005795, -2.547005, -3.097059], [3.525616, -2.679301, -2.632318], [-2.353297, 2.756793, 2.788224], [-1.753510, 0.475697, 3.098311], [-0.920322, 0.534739, -3.568177], [2.326503, 4.839538, -1.302236], [3.896358, -7.724885, -3.933857], [-3.682813, -1.821105, 3.512061]], "forces_ev_per_angstrom": [[0.04, 2.60, -0.91], [0.25, -0.49, 2.77], [-0.44, 0.42, -0.42], [-1.04, 0.67, -0.69], [0.86, -0.68, -0.40], [-0.10, 0.16, -0.03], [0.69, -0.13, 0.80], [0.33, -0.06, -0.18], [0.25, -0.55, -0.32], [0.10, 0.36, -0.56], [0.22, -0.20, -0.05], [2.01, -1.00, -0.82], [-0.17, 0.08, 0.09], [-0.19, -0.66, 0.16], [0.06, 0.15, 0.02], [1.26, 0.49, -0.62], [0.35, -0.45, 1.17], [-0.03, -0.23, -0.14], [0.40, -1.01, 0.03], [0.13, -0.03, 0.49], [-0.68, -1.23, -1.54], [-1.11, 0.74, -1.03], [-0.50, -0.18, -0.29], [1.01, -1.16, -0.39], [-0.46, 0.23, 0.73], [0.47, -0.82, 2.29], [0.82, -0.61, 0.70], [-1.20, -1.18, 1.36], [1.16, 0.04, 1.04], [-1.25, 0.49, 1.47], [-1.31, -1.58, 0.83], [-0.80, -0.02, 0.33], [0.02, -0.34, 0.90], [-0.29, -0.56, 0.26], [-0.16, 0.75, 1.84], [-0.66, 1.18, -1.19], [0.13, 0.40, -0.16], [0.52, 0.83, -1.61], [1.11, -2.19, -1.39], [-0.57, -0.52, -0.71], [0.51, 0.70, -1.81], [-0.99, -0.77, -1.27], [1.41, -0.09, 0.87], [0.56, 0.26, -2.87], [-1.22, 0.63, 2.14], [0.51, -0.25, -1.14], [-0.86, 0.15, 0.03], [-0.63, -0.95, -0.30], [0.16, -0.06, -0.15], [-0.74, 1.45, 0.44], [-0.87, -0.72, 0.50], [1.16, -0.23, -0.23], [0.63, -2.71, 0.89], [1.16, 0.08, 0.33], [-1.09, -0.82, -0.36], [-0.71, -0.38, -0.22], [0.01, 0.46, 0.96], [-1.29, -0.36, 0.57], [1.36, 1.29, 0.68], [0.38, 0.65, 0.60], [-1.35, 0.09, -1.29], [-0.08, -0.61, 0.14], [-0.36, -0.28, -0.25], [-0.19, 0.11, -0.04], [-0.01, -0.11, 0.34], [0.22, -0.18, -0.05], [0.43, -0.14, 0.41], [-0.56, 0.33, -0.61], [-0.11, 0.11, -0.08], [0.83, 0.34, -0.46], [0.58, 0.51, 0.92], [0.33, 0.16, 0.02], [-0.19, -0.18, -0.32], [0.30, 0.37, -0.33], [0.29, 0.10, 0.01], [-0.82, 0.65, -0.25], [1.20, -0.50, -0.26], [0.78, 0.20, -0.08], [0.26, -0.10, -0.07], [0.00, 0.32, 0.33], [-0.40, 1.20, 0.01], [0.43, -0.09, -0.39], [-0.19, 1.37, 0.69], [-0.29, 0.47, 0.29], [-0.11, 0.32, -0.15], [0.08, 0.28, 0.01], [-0.13, 0.20, 0.26], [-0.72, -0.09, -0.03], [0.03, 0.16, -0.06], [-0.60, 0.93, -0.25], [-0.08, -0.63, -0.02], [0.15, -0.02, 0.03], [0.08, 0.29, -0.17], [-0.32, 0.26, -0.07], [0.27, -0.59, 0.53], [0.52, -0.89, -0.62], [0.47, 0.12, -0.28], [0.16, -0.35, -0.21], [-0.83, 0.04, -0.22], [0.27, 0.27, 0.10], [-0.91, 0.22, -0.34], [-0.38, 0.09, -0.09], [0.03, -0.36, -0.56], [0.31, 0.75, 0.74], [-0.36, 0.57, 0.20], [0.09, -0.27, 0.14], [-0.19, -0.65, -0.89], [-0.15, -0.66, 0.61], [-0.03, 0.12, -0.02], [-0.36, -0.04, 0.08], [0.24, -0.15, -0.01], [-0.18, -0.56, 0.25], [-0.22, 0.03, -0.85], [-0.19, 0.33, 0.38], [0.51, 0.29, -0.11], [0.21, -0.52, -0.15], [0.43, -0.22, 0.49], [-0.38, 0.44, -0.01], [0.24, -0.70, 0.02], [-0.03, -0.37, 0.17], [0.15, 0.59, -0.27], [0.31, 0.11, 0.29], [-0.44, 0.43, 0.28], [0.16, 0.00, -0.31], [-0.45, -0.29, -0.09], [-0.13, -0.95, 0.37], [0.01, -0.08, -0.19], [-0.28, 0.43, -0.35], [0.35, 0.18, 0.01], [0.46, 0.78, -0.18], [-0.01, 0.01, 0.33], [-0.17, 0.24, 0.29], [-0.10, -0.06, -0.27], [-0.22, 0.37, -0.52], [-0.34, -0.72, 0.59], [0.51, -0.23, -0.15], [-0.58, 0.20, -0.34], [-0.41, 0.82, 0.06], [0.81, 0.31, -0.56], [-0.06, 0.07, -0.02], [0.07, 0.04, 0.13], [0.44, 0.11, 0.09], [0.15, -0.20, 0.49], [0.00, 0.26, 0.16], [0.12, 0.02, -0.22], [0.09, 0.07, 0.15], [0.14, 0.18, 0.24], [-0.26, -0.26, -0.03], [0.13, 0.46, -0.29], [-0.20, 0.94, 0.49], [0.15, -0.27, 0.37], [-0.01, 0.80, -0.60], [-0.50, -0.03, -0.70], [-0.47, -0.43, 0.11], [0.24, 0.30, -0.59], [0.32, 0.77, -0.58], [0.00, 0.03, 0.01], [0.16, -0.21, 0.02], [0.68, 0.15, 0.92], [0.32, -0.35, -0.04], [0.07, -0.54, 0.40], [-0.07, -0.34, -0.05], [0.07, -0.13, -0.11], [-0.16, 0.65, 0.17], [-0.05, 0.13, -0.45], [-0.07, 0.12, -0.01], [-0.03, 0.31, 0.16], [-0.07, 0.64, -0.13], [0.23, 0.18, 0.32], [-0.19, 0.00, -0.64], [-0.48, -0.03, -0.12], [0.33, -0.60, 0.45], [-0.23, 0.25, -0.22], [-0.13, -0.07, 0.07]], "lowdin_charge": [-0.19, -0.20, -0.09, -0.19, -0.16, -0.05, -0.20, -0.23, -0.08, -0.07, -0.05, -0.18, -0.05, -0.19, -0.04, -0.21, 0.06, 0.06, 0.04, 0.05, 0.02, 0.02, 0.05, 0.02, 0.05, -0.43, -0.19, -0.40, -0.06, -0.11, -0.43, -0.19, -0.42, -0.04, -0.22, -0.21, -0.11, -0.11, -0.41, -0.17, -0.07, -0.20, -0.07, -0.38, -0.43, -0.03, -0.18, -0.16, -0.11, -0.41, -0.13, -0.08, -0.12, -0.06, -0.45, -0.07, -0.09, -0.05, -0.08, -0.04, -0.19, 0.06, 0.13, 0.08, 0.08, 0.12, 0.07, 0.08, 0.05, 0.06, 0.07, -0.01, 0.12, 0.08, 0.08, 0.08, 0.07, 0.10, 0.09, 0.05, 0.13, 0.08, 0.05, -0.02, 0.09, 0.03, 0.07, 0.10, 0.05, 0.08, 0.08, 0.04, 0.08, 0.08, 0.13, 0.07, 0.11, 0.05, 0.07, 0.07, 0.08, 0.09, 0.09, 0.12, 0.09, 0.12, 0.13, 0.07, 0.02, 0.00, 0.07, 0.12, 0.12, 0.07, 0.12, 0.14, 0.08, 0.06, 0.12, 0.08, 0.12, 0.12, 0.06, 0.07, 0.07, 0.06, 0.02, 0.13, 0.07, 0.05, 0.08, 0.08, 0.08, 0.08, 0.11, 0.12, 0.14, 0.06, 0.07, 0.09, 0.09, 0.09, 0.00, 0.08, 0.00, 0.03, 0.03, 0.04, 0.08, 0.09, -0.03, 0.12, 0.08, 0.06, 0.12, 0.07, 0.07, 0.07, 0.06, 0.08, 0.11, 0.11, 0.06, 0.04, 0.07, 0.04, 0.08, 0.08, 0.08, 0.07, 0.07, 0.08, 0.08, 0.14]}